1.
CHAgLiO | ωB97M-V with the def2-TZVPD basis set

Last column: Löwdin spin population.
Element x y z (Å)
H (-3.0706, -0.9366, -0.4347)  -0.004
O (0.9026, 0.0027, 0.1485)  0.264
C (0.5457, 1.0537, -0.3818)  0.470
Ag (-1.0129, -1.2707, -0.4673)  0.035
Li (2.6352, 1.1509, 1.1353)  0.236

Forces on the atoms, in the same order (eV/Å):
H 1.999 -0.531 -0.079
O -0.065 1.587 -0.607
C 1.340 -1.353 1.258
Ag -2.282 0.495 0.089
Li -0.991 -0.199 -0.661

Values from the calculation:
Calculated total energy, eV: -7299.7655
Gap between HOMO and LUMO (alpha / beta), eV: 4.28 / 6.56
HOMO (alpha / beta), eV: -5.651 / -7.489
Relative energy (zero: lowest compared OMol25 entry of this formula, charge and spin), eV: 0.682
Multiplicity: 2

=====

2.
C5H10O2 | ωB97M-V with the def2-TZVPD basis set

Last column: Löwdin charge in e.
Element x y z (Å)
C (1.9590, 0.1574, -0.7906)  -0.038
C (1.1316, -1.0068, -0.2977)  -0.344
O (1.3723, -1.8936, 0.4667)  0.046
C (-0.7272, -0.0173, 0.4541)  -0.520
C (-0.9590, 1.3486, 1.0786)  -0.043
C (-1.3242, -0.2376, -0.7855)  0.039
O (-0.8838, -0.9733, 1.4427)  -0.030
H (1.5213, 0.5064, -1.7211)  0.080
H (2.9961, -0.1951, -0.9341)  0.099
H (1.9627, 0.9615, -0.0517)  0.086
H (-0.2267, 1.6229, 1.8370)  0.073
H (-1.9328, 1.2936, 1.6079)  0.095
H (-1.0518, 2.1376, 0.3316)  0.075
H (-2.2318, -0.8375, -0.8136)  0.086
H (-0.0255, -1.7620, -1.6185)  0.142
H (-1.3822, 0.5522, -1.5497)  0.087
H (-0.1981, -1.6572, 1.3440)  0.065

Forces on the atoms, in the same order (eV/Å):
C -0.493 0.022 -0.112
C -0.301 -2.231 -1.426
O -0.587 1.349 -0.406
C -1.464 0.372 0.133
C 0.371 0.276 -0.013
C -0.338 0.582 0.977
O -0.284 -0.255 -0.033
H 0.171 0.092 -0.004
H -0.593 -0.027 -0.041
H -0.002 -0.114 -0.015
H 0.190 0.010 -0.066
H 0.468 -0.097 -0.316
H 0.158 0.024 0.026
H 0.858 -1.147 -0.368
H 1.416 1.387 1.160
H 0.662 -0.299 0.433
H -0.232 0.056 0.068

Values from the calculation:
Calculated total energy, eV: -9436.0760
Gap between HOMO and LUMO (alpha / beta), eV: 6.92 / 6.92
HOMO (alpha / beta), eV: -7.576 / -7.575
Relative energy (zero: lowest compared OMol25 entry of this formula, charge and spin), eV: 6.967

=====

3.
C18H24N3O2S | ωB97M-V with the def2-TZVPD basis set

Last column: Löwdin charge in e.
Element x y z (Å)
C (-0.4362, -0.3852, 3.0635)  0.024
C (0.3935, -0.5432, 1.6476)  -0.072
N (1.0026, 0.8296, 1.2661)  0.091
C (1.2952, 1.1733, 0.0852)  -0.996
S (1.8660, 2.5144, -0.3056)  0.933
N (1.0422, 0.1842, -0.9888)  -0.036
H (0.7141, -0.7683, -0.5047)  0.187
C (2.3890, 0.1018, -1.8481)  -0.038
C (3.3212, -0.5524, -0.8746)  -0.201
C (4.3929, 0.1061, -0.1187)  -0.227
N (5.1261, -0.1869, 0.7776)  0.117
C (4.9992, -1.5841, 0.9013)  -0.069
C (4.1971, -2.6921, 0.2728)  0.008
C (3.3131, -1.8555, -0.4795)  -0.111
H (2.5509, -2.5751, -1.1536)  0.165
H (4.0770, -3.5981, 0.7267)  0.066
H (5.8490, -2.2304, 1.7726)  0.183
H (4.4377, 1.1598, -0.2006)  0.093
H (2.8772, 1.1712, -2.0969)  0.165
H (2.2151, -0.4920, -2.4918)  0.010
C (-0.0427, 0.7496, -2.0458)  0.058
C (-1.4233, 0.7821, -1.0716)  -0.120
C (-1.7689, 1.8746, -0.4225)  -0.019
C (-2.9887, 1.6843, 0.4259)  0.060
C (-3.6752, 0.6263, 0.0215)  -0.073
C (-3.1342, -0.6158, -0.5234)  -0.135
C (-2.0272, -0.6852, -1.2337)  0.052
H (-1.6482, -1.1660, -1.8616)  -0.013
O (-4.0287, -1.8223, -0.3863)  -0.160
C (-3.6036, -2.8606, -1.3302)  -0.063
H (-3.6151, -2.3531, -2.4851)  0.159
H (-4.4646, -3.5802, -1.4106)  0.108
H (-2.6491, -3.2546, -1.1399)  0.056
O (-4.7829, 0.3729, 1.0275)  -0.194
C (-5.7895, -0.5725, 1.0432)  -0.143
H (-6.4936, 0.0691, 1.7403)  0.124
H (-6.1421, -0.6436, -0.1321)  0.153
H (-5.3772, -1.4355, 1.6851)  0.106
H (-3.3211, 2.5036, 0.8495)  0.081
H (-1.3422, 2.8240, -0.3811)  0.102
H (0.0843, 0.0386, -2.6797)  0.052
H (0.1114, 1.8499, -2.0047)  0.102
H (0.8657, 1.3464, 2.0907)  0.132
H (-0.5355, -0.9745, 0.9146)  0.170
H (0.9165, -1.2393, 1.6653)  -0.038
H (-0.7847, -1.3961, 3.2453)  0.093
H (0.2853, -0.2035, 3.8095)  0.073
H (-1.1412, 0.2143, 2.9351)  -0.018

Forces on the atoms, in the same order (eV/Å):
C 7.305 -6.350 -2.204
C -12.633 10.877 -0.566
N -2.844 -6.669 3.478
C -1.105 -2.440 -1.288
S 2.462 6.652 -1.510
N 0.091 -0.187 -0.974
H 1.005 2.202 -1.750
C 3.404 7.720 10.606
C 3.680 -0.414 2.466
C -7.115 6.031 -7.286
N 4.156 -8.190 5.520
C 4.000 -6.184 4.265
C 1.191 10.835 0.560
C -3.698 -6.039 -4.338
H 1.180 1.887 1.727
H -0.102 -2.338 0.517
H -2.502 2.757 -2.495
H -0.344 1.613 -1.297
H -2.039 -2.500 0.262
H -2.436 -7.285 -9.184
C -2.494 5.035 9.859
C 3.755 -5.035 -5.515
C -3.116 -1.467 2.507
C 4.104 -1.454 -5.724
C -3.644 -4.758 5.632
C -4.363 -3.344 -0.023
C -3.853 13.523 10.137
H 5.505 -8.045 -8.999
O 2.916 1.931 -1.340
C -3.369 2.614 -3.235
H 0.299 -1.331 3.019
H 1.242 0.458 0.581
H 1.120 -0.715 0.491
O 3.969 2.868 -2.022
C -1.611 0.897 -0.352
H 0.307 -1.993 -1.637
H 0.152 -0.825 3.495
H -1.279 0.518 -1.733
H -2.060 3.411 2.769
H 1.214 1.179 -0.372
H -0.081 -3.505 -5.188
H 0.954 -1.052 -1.673
H 0.602 1.895 0.319
H 2.351 1.793 1.366
H 9.583 -10.705 0.586
H -0.368 -0.038 0.129
H 0.553 0.778 1.126
H -6.046 5.386 -0.708

Values from the calculation:
Calculated total energy, eV: -38431.6208
Gap between HOMO and LUMO, eV: 8.63
HOMO, eV: -11.537
Relative energy (zero: lowest compared OMol25 entry of this formula, charge and spin), eV: 17.263
Charge: +1